Record 1
This record from OMol25 describes a structure of composition C28H33MnN5O6SSeSi. The level of theory is ωB97M-V/def2-TZVPD.

```
! RIJCOSX wB97M-V def2-TZVPD def2/J DEFGRID3
* xyz 0 4
Mn 0.2447 0.7084 -0.1878
C 2.7609 0.2244 -2.2641
C 3.1670 0.4802 -0.8491
C 4.5424 0.6423 -0.5651
C 4.9621 0.8557 0.7073
C 4.0238 0.8500 1.7627
C 4.3949 0.9845 3.1180
C 3.4471 0.8970 4.0972
C 2.1031 0.6556 3.7624
C 1.7125 0.5426 2.4523
S 0.0431 0.2028 2.0267
C 2.6741 0.6639 1.4240
N 2.2645 0.5324 0.1156
H 3.5624 -0.3058 -2.7783
H 2.5782 1.1728 -2.7670
H 1.8441 -0.3612 -2.3196
H 5.2409 0.6109 -1.3892
H 6.0118 1.0033 0.9310
H 5.4373 1.1475 3.3604
H 3.7250 0.9960 5.1381
H 1.3628 0.5504 4.5454
N -0.9906 -0.3886 -2.6928
C -2.4048 -0.2288 -2.3964
C -3.1933 0.6872 -3.3455
C -2.6086 2.0895 -3.5334
C -2.4014 2.9183 -2.2688
N -3.6501 3.1057 -1.5255
C -3.7583 3.1105 -0.2026
N -5.0114 2.9677 0.3200
N -2.7300 3.3188 0.5926
C -2.6583 0.2013 -0.9537
O -3.8143 0.2664 -0.5534
O -1.6468 0.4912 -0.2165
H -0.5157 0.5020 -2.8068
H -0.8609 -0.9341 -3.5353
H -2.8659 -1.2185 -2.4539
H -4.2217 0.7368 -2.9805
H -3.2361 0.2007 -4.3236
H -3.2437 2.6432 -4.2324
H -1.6310 2.0287 -4.0188
H -1.9686 3.8869 -2.5200
H -1.6858 2.4221 -1.6116
H -4.5147 3.0325 -2.0362
H -5.5087 2.1881 -0.0908
H -5.0415 2.9286 1.3270
H -1.7548 3.3849 0.2791
H -2.8192 3.0482 1.5579
O 2.4610 3.4040 -0.8610
Se 0.8706 3.3822 -1.1168
O 0.0240 3.2638 0.2956
O 0.5023 1.8121 -1.7413
O 0.2834 4.4626 -2.1522
C -3.8285 -3.8000 0.7938
C -3.0787 -3.9289 -0.3649
C -1.8434 -3.3029 -0.4618
C -1.3326 -2.5405 0.5933
C -2.1047 -2.4216 1.7504
C -3.3380 -3.0463 1.8509
Si 0.3335 -1.7550 0.3029
C 1.7849 -2.4459 1.2586
C 2.9823 -2.6718 0.5777
C 4.1132 -3.1248 1.2433
C 4.0560 -3.3757 2.6062
C 2.8667 -3.1798 3.2966
C 1.7451 -2.7153 2.6279
H -4.7949 -4.2814 0.8725
H -3.4552 -4.5134 -1.1951
H -1.2699 -3.4012 -1.3771
H -1.7471 -1.8275 2.5812
H -3.9227 -2.9383 2.7557
H 0.6773 -2.0711 -1.1138
H 3.0335 -2.4861 -0.4906
H 5.0356 -3.2838 0.6988
H 4.9351 -3.7285 3.1306
H 2.8179 -3.3822 4.3592
H 0.8272 -2.5461 3.1806
*
```

Properties
HOMO energy (alpha / beta) (eV): -8.2 / -7.3
Expectation value of S²: 3.9638
Orbital gap (alpha / beta) (eV): 7.66 / 6.99

Löwdin population analysis, charges in e, atoms 1 to 8:
1 Mn 0.528
2 C -0.019
3 C -0.296
4 C 0.005
5 C 0.028
6 C -0.139
7 C -0.023
8 C -0.065

Record 2
This record from OMol25 describes a structure of composition C28H33N2O3SSiV. The level of theory is ωB97M-V/def2-TZVPD.

```
! RIJCOSX wB97M-V def2-TZVPD def2/J DEFGRID3
* xyz 0 3
V 0.2271 -0.1588 0.0661
O -0.5977 1.4706 0.5645
C -0.8556 2.5978 -0.0225
C -1.5638 3.6190 0.6395
C -1.9093 4.7827 -0.0095
C -1.5720 4.9882 -1.3517
C -0.8638 4.0186 -2.0191
C -0.4885 2.8262 -1.3800
C 0.2528 1.8412 -2.0990
N 0.7334 0.7468 -1.5974
C 1.4504 -0.1307 -2.5166
C 2.3893 -0.9562 -1.6491
N 1.5723 -1.4260 -0.5403
C 1.8315 -2.6041 -0.0731
C 1.0729 -3.2456 0.9563
C 1.5023 -4.4599 1.5128
C 0.7556 -5.0991 2.4725
C -0.4595 -4.5423 2.8801
C -0.9110 -3.3580 2.3431
C -0.1508 -2.6641 1.3863
O -0.5485 -1.5185 0.9060
H -1.8326 3.4709 1.6784
H -2.4494 5.5537 0.5255
H -1.8525 5.9052 -1.8513
H -0.5856 4.1647 -3.0571
H 0.4326 2.0537 -3.1560
H 1.9951 0.4275 -3.2838
H 0.7331 -0.7924 -3.0138
H 3.1925 -0.3174 -1.2663
H 2.8308 -1.7847 -2.2094
H 2.6707 -3.1621 -0.4930
H 2.4440 -4.8827 1.1810
H 1.0991 -6.0296 2.9034
H -1.0533 -5.0486 3.6302
H -1.8417 -2.9180 2.6781
C 0.3034 -0.4059 3.7864
Si 1.3225 0.2184 2.2833
C 3.0050 -0.6831 2.5143
C 1.6418 2.0698 2.6275
C 2.3085 2.8627 1.6919
C 2.5705 4.2028 1.9348
C 2.1604 4.7876 3.1243
C 1.4810 4.0240 4.0614
C 1.2268 2.6817 3.8105
H 0.8235 -0.2048 4.7261
H 0.1485 -1.4816 3.7357
H -0.6819 0.0656 3.8300
H 3.4336 -0.4625 3.4950
H 3.7348 -0.3812 1.7589
H 2.8781 -1.7647 2.4469
H 2.6294 2.4186 0.7531
H 3.0989 4.7952 1.1973
H 2.3661 5.8325 3.3194
H 1.1516 4.4704 4.9920
H 0.6997 2.1011 4.5578
O -2.2442 -0.9019 -1.3820
S -2.7304 0.4297 -0.9197
C -4.4739 0.5810 -1.5254
C -5.3294 0.9327 -0.3211
C -4.8144 0.0432 0.8047
C -3.3113 0.2607 0.8226
H -4.7374 -0.3852 -1.9559
H -4.4751 1.3450 -2.3018
H -6.3913 0.7796 -0.5193
H -5.1858 1.9849 -0.0602
H -5.0437 -1.0027 0.5877
H -5.2597 0.3003 1.7671
H -2.7250 -0.5399 1.2652
H -3.0565 1.2053 1.3022
*
```

Properties
HOMO energy (alpha / beta) (eV): -7.1 / -6.8
Expectation value of S²: 2.0433
Orbital gap (alpha / beta) (eV): 7.19 / 6.47

natural (NBO) population analysis, charges in e, atoms 1 to 8:
1 V 1.151
2 O -0.750
3 C 0.486
4 C -0.305
5 C -0.157
6 C -0.279
7 C -0.130
8 C -0.269

Record 3
This record from OMol25 describes a cluster of 2 separate species, C28H33O3Si in total. The level of theory is ωB97M-V/def2-TZVPD.

```
! RIJCOSX wB97M-V def2-TZVPD def2/J DEFGRID3
* xyz 1 1
C -1.4141 -0.0494 -1.7480
C -0.0004 -0.2735 -1.5543
C 0.6447 -1.5729 -1.4468
C 0.7347 0.7431 -2.1974
O 1.9695 0.6561 -2.6648
Si 3.6379 0.6142 -2.3602
C 4.4376 -0.1538 -3.8485
C 4.1096 2.3953 -2.1302
C 3.8831 -0.4030 -0.8284
O 0.0599 1.8375 -2.4279
C 0.7278 2.9726 -3.0242
H -1.9881 -0.9259 -1.4442
H -1.7155 0.8020 -1.1287
H -1.6806 0.2155 -2.7853
H 0.0304 -2.2620 -0.8590
H 0.8475 -2.0482 -2.4254
H 1.6114 -1.4672 -0.9385
H 5.5265 -0.1908 -3.6942
H 4.0841 -1.1805 -4.0120
H 4.2434 0.4262 -4.7604
H 5.1506 2.4439 -1.7802
H 4.0437 2.9491 -3.0761
H 3.4772 2.9004 -1.3885
H 4.9023 -0.2241 -0.4543
H 3.1882 -0.1372 -0.0234
H 3.7907 -1.4784 -1.0292
H 1.4109 3.4222 -2.2934
H 1.2544 2.6862 -3.9437
H -0.0812 3.6634 -3.2590
C -6.3654 -3.7737 2.3668
O -6.0560 -2.7844 1.3622
C -4.8128 -2.2370 1.3286
C -4.6606 -1.0632 0.5553
C -3.4696 -0.3759 0.5802
C -2.3252 -0.8763 1.2531
C -1.0573 -0.1603 1.2006
C 0.2026 -0.7214 1.6456
C 1.0982 0.3619 1.9467
C 2.3938 0.1221 2.3836
C 2.8312 -1.2043 2.4780
C 1.9754 -2.2678 2.1438
C 0.6521 -2.0374 1.7554
C 0.3845 1.6108 1.7440
C -0.9582 1.2932 1.3373
C -1.8982 2.3223 1.2583
C -1.4768 3.6425 1.4626
C -0.1521 3.9418 1.8152
C 0.7879 2.9185 1.9667
C -2.4956 -2.0673 2.0093
C -3.7021 -2.7495 2.0405
H -7.4367 -3.9373 2.2475
H -5.8155 -4.7059 2.1807
H -6.1478 -3.4040 3.3789
H -5.5112 -0.7051 -0.0208
H -3.4158 0.5623 0.0342
H 3.0299 0.9730 2.6304
H 3.8522 -1.4163 2.8013
H 2.3442 -3.2929 2.1963
H -0.0155 -2.8642 1.5223
H -2.9468 2.1027 1.0785
H -2.2012 4.4505 1.3588
H 0.1420 4.9774 1.9812
H 1.8193 3.1074 2.2575
H -1.6749 -2.4370 2.6199
H -3.8045 -3.6661 2.6257
*
```

Properties
HOMO energy (eV): -9.8
Orbital gap (eV): 4.48

natural (NBO) population analysis, charges in e, atoms 1 to 8:
1 C -0.617
2 C -0.203
3 C -0.623
4 C 0.723
5 O -0.848
6 Si 1.902
7 C -1.147
8 C -1.154

Record 4
This record from OMol25 describes a structure of composition C28H34BClN3O6SSbSe4Tc. The level of theory is ωB97M-V/def2-TZVPD.

```
! RIJCOSX wB97M-V def2-TZVPD def2/J DEFGRID3
* xyz 1 1
Tc -0.1206 1.0713 0.2644
N 3.1462 -0.2627 2.2685
C 2.5578 -1.5288 2.3243
C 2.9286 -2.6843 2.9964
C 2.1207 -3.7865 2.7957
C 0.9975 -3.7396 1.9554
C 0.6402 -2.5896 1.2811
C 1.4390 -1.4699 1.4937
N 1.3740 -0.1854 0.9409
C 2.4204 0.4767 1.4317
C 2.6350 1.8293 0.9576
C 3.7063 2.6564 1.0277
S 3.4204 4.0348 0.0546
C 1.8897 3.4353 -0.3770
N 1.5870 2.2913 0.1789
H 3.9179 0.0628 2.8310
H 3.8022 -2.7291 3.6310
H 2.3666 -4.7152 3.2922
H 0.4045 -4.6347 1.8273
H -0.2025 -2.5592 0.6051
H 4.6344 2.5249 1.5576
H 1.2302 3.9600 -1.0559
C -0.4701 4.4752 1.4536
C -1.6500 3.5259 1.4429
C -2.7343 3.9401 0.4678
O -1.3204 2.1604 1.1626
H -0.7502 5.4096 1.9395
H -0.1615 4.7182 0.4375
H 0.3762 4.0533 1.9997
H -2.0767 3.4892 2.4549
H -2.3469 3.8992 -0.5525
H -3.0590 4.9633 0.6628
H -3.5989 3.2827 0.5468
C 0.4524 -2.2004 5.6514
C 0.8918 -0.8255 5.2554
C 2.1162 -0.3096 5.6431
C 2.4986 0.9709 5.2650
Cl 4.0989 1.5394 5.6569
C 1.6462 1.7772 4.5446
C 0.4119 1.2769 4.1391
C 0.0547 -0.0255 4.4635
O -1.1136 -0.6414 4.0998
C -2.0120 -0.0232 3.1923
C -2.1948 -0.9609 2.0134
O -2.6336 -2.0663 2.0853
O -1.8347 -0.4483 0.7787
H 1.2122 -2.6839 6.2627
H 0.2564 -2.8190 4.7743
H -0.4771 -2.1596 6.2203
H 2.7877 -0.9145 6.2388
H 1.9327 2.7905 4.2958
H -0.2503 1.9295 3.5929
H -1.6965 0.9518 2.8480
H -2.9859 0.0642 3.6766
C -2.3556 -2.4911 -3.4741
C -2.8761 -2.4298 -2.0545
C -3.1024 -3.8189 -1.4839
O -1.8429 -1.8095 -1.2045
B -2.5306 -1.0697 -0.3060
O -3.8498 -0.9060 -0.5140
C -4.1000 -1.4692 -1.8517
C -4.1071 -0.2941 -2.8150
C -5.4444 -2.1601 -1.8312
H -1.5572 -3.2290 -3.5439
H -1.9693 -1.5259 -3.7950
H -3.1472 -2.7937 -4.1608
H -2.1593 -4.3650 -1.4989
H -3.8289 -4.3760 -2.0748
H -3.4577 -3.7711 -0.4536
H -3.1473 0.2245 -2.8307
H -4.8788 0.4129 -2.5138
H -4.3270 -0.6248 -3.8299
H -5.5013 -2.9180 -1.0539
H -5.6405 -2.6334 -2.7947
H -6.2297 -1.4259 -1.6556
Se -1.9658 2.4822 -5.5110
Sb -0.4856 3.3347 -3.9611
Se -0.3777 0.9227 -2.0151
Se -0.5126 5.2906 -2.6945
Se 1.4574 1.8725 -3.3502
*
```

Properties
HOMO energy (eV): -10.9
Orbital gap (eV): 6.88

Löwdin population analysis, charges in e, atoms 1 to 8:
1 Tc 1.084
2 N 0.232
3 C -0.167
4 C -0.001
5 C -0.066
6 C -0.048
7 C 0.020
8 C -0.179

Record 5
This record from OMol25 describes a structure of composition C28H34Br2N6OPt. The level of theory is ωB97M-V/def2-TZVPD.

```
! RIJCOSX wB97M-V def2-TZVPD def2/J DEFGRID3
* xyz 2 1
Pt 0.1220 1.5273 -0.1057
N -1.7988 0.2916 2.4151
C -0.7475 0.9929 2.8462
N -0.6365 1.1920 4.1498
C 0.4911 1.7660 4.5633
N 0.6080 2.0950 5.8427
N 1.5653 1.9987 3.7628
C 1.3529 1.8141 2.4935
N 0.1793 1.4198 1.9409
C 2.5010 1.9576 1.5632
C 3.7581 2.3045 2.0195
C 4.8025 2.3550 1.1074
C 4.5465 2.0520 -0.2185
C 3.2545 1.7217 -0.5954
N 2.2489 1.6737 0.2760
H -2.5263 0.0996 3.0837
H -1.9929 0.2235 1.4317
H -0.1626 1.9431 6.4707
H 1.4541 2.5254 6.1732
H 3.8948 2.5267 3.0672
H 5.7985 2.6259 1.4297
H 5.3285 2.0787 -0.9640
H 3.0152 1.4951 -1.6248
Br 0.3304 1.3779 -2.5491
C 0.2747 3.2170 -3.2488
Br 1.4674 4.3749 -2.3254
H -0.7475 3.5503 -3.1183
H 0.5668 3.1232 -4.2878
C 1.1705 -1.9899 2.2919
C 1.9765 -2.7936 1.2545
C 2.7187 -1.8576 0.2867
C 1.1046 -3.7769 0.5459
C 1.2711 -5.1200 0.6541
C 0.4052 -6.0002 -0.0291
C -0.6633 -5.6021 -0.8540
C -0.9277 -4.2813 -1.0428
C -2.0436 -3.7979 -1.9036
C -1.5440 -2.9384 -3.0781
C -3.1032 -3.0499 -1.0727
C -0.0373 -3.2851 -0.3228
O -0.2405 -2.1031 -0.4285
H 1.8673 -1.3919 2.8809
H 0.6273 -2.6397 2.9787
H 0.4658 -1.3212 1.7990
H 2.7213 -3.3878 1.7890
H 2.0332 -1.1517 -0.1795
H 3.2507 -2.4128 -0.4868
H 3.4577 -1.2934 0.8571
H 2.0663 -5.5318 1.2614
H 0.5788 -7.0653 0.0884
H -1.2660 -6.3593 -1.3379
H -2.5128 -4.6940 -2.3156
H -1.1865 -1.9699 -2.7334
H -2.3768 -2.7760 -3.7613
H -0.7502 -3.4355 -3.6363
H -2.7112 -2.1035 -0.7038
H -3.4549 -3.6470 -0.2312
H -3.9584 -2.8423 -1.7147
C -1.9232 1.7046 -0.2668
C -2.3613 2.6989 -1.2980
C -3.0076 2.3015 -2.4680
C -3.4154 3.2359 -3.4106
C -3.1800 4.5887 -3.1987
C -2.5433 4.9991 -2.0341
C -2.1396 4.0618 -1.0938
H -2.3859 0.7316 -0.4772
H -2.2787 2.0557 0.7040
H -3.2054 1.2483 -2.6360
H -3.9265 2.9103 -4.3073
H -3.5036 5.3180 -3.9289
H -2.3682 6.0517 -1.8544
H -1.6486 4.3901 -0.1842
*
```

Properties
HOMO energy (eV): -12.9
Orbital gap (eV): 3.96

Löwdin population analysis, charges in e, atoms 1 to 8:
1 Pt 0.786
2 N 0.196
3 C -0.433
4 N 0.196
5 C -0.411
6 N 0.210
7 N 0.199
8 C -0.277

Record 6
This record from OMol25 describes a structure of composition C28H34ClN5NaO5PSSe2. The level of theory is ωB97M-V/def2-TZVPD.

```
! RIJCOSX wB97M-V def2-TZVPD def2/J DEFGRID3
* xyz -2 1
Na -0.6160 -0.4282 -0.1446
O -3.3782 1.2809 -1.5918
Cl -2.4864 0.1829 -1.9148
O -2.8339 -0.3868 -3.2008
O -2.5395 -0.8426 -0.8803
O -1.1049 0.6838 -1.9568
Se 1.0113 -3.2027 -0.8002
P 0.1882 -2.9954 1.2829
Se -1.2183 -1.6441 2.5024
C 1.1804 -4.0643 2.4546
C 2.3108 -4.7478 1.9978
C 3.0259 -5.5979 2.8431
C 2.6291 -5.7722 4.1632
C 1.5267 -5.0683 4.6385
C 0.8170 -4.2212 3.7936
C -1.2715 -4.2787 1.0068
C -1.7052 -5.1902 1.9768
C -2.7681 -6.0661 1.7443
C -3.4492 -6.0403 0.5349
C -3.0638 -5.1110 -0.4253
C -1.9974 -4.2490 -0.1893
H 2.6145 -4.6102 0.9649
H 3.8905 -6.1317 2.4597
H 3.1718 -6.4460 4.8172
H 1.2130 -5.1887 5.6702
H -0.0336 -3.6574 4.1664
H -1.2166 -5.2364 2.9385
H -3.0547 -6.7761 2.5163
H -4.2597 -6.7352 0.3412
H -3.5859 -5.0609 -1.3758
H -1.7180 -3.5381 -0.9506
C 3.2143 3.6559 2.8890
C 3.2443 2.2991 2.2175
N 2.0961 2.1624 1.3455
C 0.8367 2.6388 1.6643
N -0.1705 2.1766 1.0297
C -1.4956 2.7343 1.2597
C -1.4490 4.1483 1.8085
C -0.5046 4.1715 2.9947
N 0.8025 3.6976 2.5831
C 1.8665 3.8246 3.5600
H 3.3364 4.4405 2.1372
H 4.0204 3.7384 3.6221
H 3.2762 1.5229 2.9898
H 4.1425 2.1921 1.6108
H 2.0248 1.2950 0.8115
H -2.0433 2.0827 1.9507
H -2.0410 2.7122 0.3150
H -2.4417 4.4939 2.1038
H -1.0586 4.8211 1.0393
H -0.9195 3.5600 3.8099
H -0.3817 5.1867 3.3765
H 1.7641 3.0889 4.3726
H 1.7821 4.8145 4.0110
C 1.9808 -1.1115 2.8739
C 1.2578 -1.3869 1.5565
O 1.2823 -0.5350 0.6616
H 3.0543 -1.2956 2.7086
H 1.6251 -1.7470 3.6750
H 1.8349 -0.0645 3.1490
N 1.1939 -0.5674 -3.2230
C 1.4098 0.7472 -3.3733
S 2.7205 1.5612 -2.6965
N 0.5450 1.4315 -4.1942
C -0.5366 0.9381 -4.9508
C -0.4756 -0.2686 -5.6484
C -1.5461 -0.6688 -6.4375
C -2.6804 0.1249 -6.5569
C -2.7298 1.3346 -5.8755
C -1.6676 1.7401 -5.0845
H 1.6508 -1.0254 -2.4376
H 0.2536 -0.9170 -3.3680
H 0.5038 2.4033 -3.9478
H 0.4096 -0.8868 -5.5739
H -1.4904 -1.6175 -6.9585
H -3.5149 -0.1955 -7.1703
H -3.6132 1.9611 -5.9402
H -1.7221 2.6713 -4.5289
*
```

Properties
HOMO energy (eV): -1.3
Orbital gap (eV): 5.07

Löwdin population analysis, charges in e, atoms 1 to 8:
1 Na 0.040
2 O -0.341
3 Cl 0.709
4 O -0.325
5 O -0.365
6 O -0.372
7 Se 0.305
8 P 0.245

no.,E (eV)
1,-164688.2761
2,-83096.1485
3,-43585.3585
4,-340499.3658
5,-183894.5987
6,-215028.5585